Record 1
C15H32N2O4P2Pb | the ωB97M-V functional and the def2-TZVPD basis

The calculation puts the LUMO energy at 0.00 eV. For the total energy, the calculation gives -51068.29418 eV. The gap between HOMO and LUMO is 7.21 eV. As for the total charge: 0.

```
56
C15H32N2O4P2Pb (the ωB97M-V functional and the def2-TZVPD basis)
Pb -0.50 0.67 -0.63
H 2.51 -1.76 2.54
H 1.89 -1.91 2.95
P 1.29 -1.03 -1.94
P -2.38 0.32 1.36
C -2.93 2.04 1.60
H -3.86 2.02 2.18
H -2.14 2.58 2.15
H -3.12 2.53 0.62
C -3.91 -0.64 1.12
H -3.70 -1.70 1.33
H -4.69 -0.26 1.80
H -4.23 -0.53 0.08
C -1.86 -0.07 3.06
H -1.14 0.71 3.40
H -2.74 -0.04 3.72
H -1.39 -1.06 3.10
C 0.64 -2.23 -3.17
H 1.44 -2.49 -3.89
H 0.29 -3.13 -2.64
H -0.21 -1.78 -3.69
C 2.23 0.15 -2.97
H 2.77 0.85 -2.32
H 2.92 -0.42 -3.61
H 1.53 0.72 -3.60
C 2.64 -1.94 -1.13
H 2.22 -2.71 -0.46
H 3.29 -2.43 -1.88
H 3.24 -1.25 -0.52
C 0.24 3.09 -1.01
O 0.64 4.15 -0.94
H -1.68 -0.46 -1.48
C 3.56 2.20 5.37
C 2.41 1.86 4.42
C 1.77 3.11 3.77
C 1.33 4.16 4.81
C 0.41 3.64 5.90
C 2.81 3.77 2.85
O 3.61 4.66 3.16
N 2.84 3.24 1.58
C 1.97 2.30 1.02
O 2.31 1.75 -0.05
N 0.77 2.15 1.63
C 0.61 2.65 2.88
O -0.55 2.68 3.37
H 4.32 2.76 4.81
H 3.99 1.28 5.77
H 3.22 2.82 6.21
H 2.75 1.19 3.61
H 1.63 1.31 4.96
H 2.25 4.57 5.27
H 0.85 4.99 4.27
H -0.46 3.16 5.44
H 0.90 2.92 6.57
H 0.07 4.49 6.50
H 3.63 3.52 1.01
```

Charges per atom according to natural (NBO) partitioning, unit e: 0.72, 0.00, 0.00, 0.92, 0.92, -0.97, 0.23, 0.31, 0.23, -0.94, 0.24, 0.23, 0.25, -0.96, 0.29, 0.23, 0.23, -0.94, 0.22, 0.24, 0.25, -0.95, 0.27, 0.23, 0.24, -0.95, 0.24, 0.23, 0.26, 0.54, -0.48, -0.42, -0.62, -0.38, -0.25, -0.39, -0.63, 0.72, -0.60, -0.67, 0.78, -0.71, -0.72, 0.70, -0.69, 0.22, 0.21, 0.21, 0.21, 0.22, 0.22, 0.22, 0.25, 0.19, 0.21, 0.42

---

Record 2
C15H9Br2N3O5Pd | the ωB97M-V functional and the def2-TZVPD basis

The calculation puts the LUMO energy at -10.96 eV. For the total energy, the calculation gives -173957.31366 eV. The gap between HOMO and LUMO is 4.24 eV. As for the total charge: +2.

```
35
C15H9Br2N3O5Pd (the ωB97M-V functional and the def2-TZVPD basis)
Pd -0.30 0.59 -0.22
Br 4.33 -1.61 -0.88
C 2.79 -2.08 -1.73
C 2.75 -3.06 -2.67
C 1.54 -3.39 -3.33
Br 1.61 -4.72 -4.56
C 0.28 -2.72 -3.05
C -0.94 -3.01 -3.65
C -2.06 -2.28 -3.28
C -1.94 -1.27 -2.33
N -0.76 -0.98 -1.77
C 0.31 -1.69 -2.10
C 1.54 -1.35 -1.36
O 1.51 -0.50 -0.48
H 3.65 -3.59 -2.94
H -1.02 -3.79 -4.39
H -3.03 -2.49 -3.72
H -2.79 -0.68 -2.02
C 1.98 0.66 2.81
C 0.74 1.45 2.62
N -0.07 1.45 1.56
C -1.10 2.33 1.82
C -0.92 2.88 3.04
N 0.24 2.32 3.51
C -1.66 3.87 3.88
O -2.77 4.37 3.39
O -1.20 4.14 4.96
C -2.15 2.43 0.79
O -3.12 3.13 0.88
O -1.90 1.64 -0.25
H 2.16 0.04 1.93
H 1.89 0.01 3.68
H 2.83 1.31 2.96
H 0.61 2.55 4.43
H -2.99 4.03 2.50
```

Charges per atom according to natural (NBO) partitioning, unit e: 1.02, 0.38, -0.05, -0.31, 0.14, 0.43, -0.20, -0.05, -0.19, 0.13, -0.45, 0.21, 0.49, -0.45, 0.29, 0.27, 0.28, 0.27, -0.67, 0.43, -0.48, -0.03, 0.07, -0.45, 0.76, -0.63, -0.53, 0.76, -0.55, -0.64, 0.23, 0.26, 0.26, 0.47, 0.52

---

Record 3
C36H38IN5O5STi | the ωB97M-V functional and the def2-TZVPD basis

The calculation puts the LUMO energy at -0.05 eV. For the total energy, the calculation gives -97692.85960 eV. The gap between HOMO and LUMO is 7.70 eV. As for the total charge: 0.

```
87
C36H38IN5O5STi (the ωB97M-V functional and the def2-TZVPD basis)
Ti 1.84 0.21 -0.10
C -4.85 -0.64 -0.21
C -3.66 -0.23 0.62
C -4.02 0.12 2.05
O -3.01 0.87 -0.01
C -1.62 0.63 -0.14
C -1.41 -0.77 0.47
O -2.72 -1.29 0.60
C -0.55 -1.72 -0.39
O 0.72 -1.13 -0.46
C -0.36 -3.08 0.27
C -0.79 -3.38 1.56
C -0.48 -4.61 2.13
C 0.25 -5.55 1.43
C 0.67 -5.26 0.14
C 0.37 -4.04 -0.44
C -1.12 -1.86 -1.80
C -2.22 -2.69 -2.02
C -2.78 -2.79 -3.29
C -2.24 -2.07 -4.35
C -1.14 -1.26 -4.14
C -0.58 -1.16 -2.87
C -0.78 1.74 0.52
O 0.56 1.27 0.51
C -1.21 2.00 1.96
C -2.31 2.81 2.22
C -2.75 3.01 3.52
C -2.09 2.39 4.58
C -0.99 1.60 4.33
C -0.54 1.40 3.03
C -0.80 3.04 -0.27
C 0.14 4.02 0.06
C 0.19 5.21 -0.63
C -0.71 5.45 -1.67
C -1.65 4.49 -1.99
C -1.70 3.29 -1.30
H -5.61 0.15 -0.19
H -5.28 -1.55 0.18
H -4.53 -0.80 -1.24
H -4.63 1.02 2.07
H -3.12 0.29 2.64
H -4.59 -0.70 2.49
H -1.36 0.62 -1.20
H -0.93 -0.69 1.45
H -1.37 -2.67 2.12
H -0.83 -4.82 3.14
H 0.48 -6.51 1.88
H 1.24 -6.00 -0.42
H 0.69 -3.82 -1.45
H -2.64 -3.24 -1.19
H -3.64 -3.43 -3.44
H -2.68 -2.16 -5.33
H -0.71 -0.70 -4.96
H 0.28 -0.52 -2.71
H -2.82 3.29 1.40
H -3.61 3.64 3.71
H -2.44 2.54 5.59
H -0.46 1.13 5.15
H 0.34 0.81 2.85
H 0.85 3.82 0.85
H 0.94 5.95 -0.38
H -0.67 6.38 -2.22
H -2.36 4.67 -2.80
H -2.45 2.55 -1.56
C 6.99 -0.88 0.27
C 5.92 -1.03 1.28
N 6.06 -1.03 2.57
N 4.79 -1.09 3.06
C 3.85 -1.10 2.12
S 2.18 -1.12 2.19
N 4.58 -1.12 0.97
N 3.95 -0.97 -0.26
H 7.95 -0.95 0.77
H 6.91 0.09 -0.21
H 6.92 -1.66 -0.49
H 4.63 -1.05 4.05
H 4.39 -0.23 -0.81
H 3.91 -1.85 -0.76
N 3.39 1.01 -3.82
C 2.43 1.35 -2.85
O 2.41 0.45 -1.86
C 1.67 2.45 -2.92
I 3.84 2.14 0.86
H 3.43 0.00 -3.94
H 3.24 1.46 -4.71
H 1.04 2.72 -2.09
H 1.75 3.12 -3.77
```

Charges per atom according to Löwdin partitioning, unit e: 0.69, 0.03, -0.55, 0.03, 0.00, -0.14, -0.16, 0.00, -0.35, -0.26, -0.15, -0.02, -0.07, -0.09, -0.08, -0.02, -0.14, -0.02, -0.07, -0.09, -0.07, -0.01, -0.33, -0.29, -0.14, -0.03, -0.08, -0.09, -0.07, -0.02, -0.17, -0.03, -0.07, -0.09, -0.07, -0.02, 0.09, 0.09, 0.09, 0.10, 0.08, 0.10, 0.16, 0.14, 0.11, 0.10, 0.10, 0.10, 0.13, 0.13, 0.10, 0.10, 0.10, 0.10, 0.13, 0.11, 0.10, 0.10, 0.06, 0.10, 0.11, 0.10, 0.10, 0.12, 0.01, -0.35, 0.14, 0.06, -0.79, 0.74, -0.13, 0.03, 0.09, 0.09, 0.09, 0.16, 0.06, 0.14, 0.10, -0.58, -0.29, 0.06, 0.21, 0.08, 0.08, 0.03, 0.06

---

Record 4
C31H63BaGeN4OP3S | the ωB97M-V functional and the def2-TZVPD basis

The calculation puts the LUMO energy at -4.55 eV. For the total energy, the calculation gives -137082.12299 eV. The gap between HOMO and LUMO is 7.67 eV. As for the total charge: +2.

```
105
C31H63BaGeN4OP3S (the ωB97M-V functional and the def2-TZVPD basis)
Ba -1.31 0.49 0.82
S -1.42 -2.47 1.10
C -1.46 -2.09 2.82
C -1.56 -3.10 3.78
C -1.59 -2.78 5.12
C -1.52 -1.44 5.50
C -1.43 -0.49 4.51
N -1.39 -0.80 3.20
H -1.62 -4.13 3.45
H -1.67 -3.56 5.86
H -1.55 -1.15 6.54
H -1.39 0.56 4.76
C -3.21 4.69 -0.41
P -3.62 3.05 0.28
C -4.74 3.49 1.66
C -4.82 2.45 -0.99
C -5.47 1.11 -0.63
P -4.26 -0.29 -0.54
C -4.66 -1.24 -2.04
C -4.98 -1.32 0.78
H -4.11 5.28 -0.60
H -2.65 4.58 -1.34
H -2.58 5.25 0.29
H -5.57 4.11 1.31
H -4.18 4.04 2.42
H -5.14 2.59 2.13
H -4.27 2.36 -1.94
H -5.58 3.22 -1.14
H -6.25 0.87 -1.34
H -5.96 1.19 0.35
H -5.72 -1.52 -2.07
H -4.06 -2.15 -2.07
H -4.43 -0.65 -2.93
H -6.04 -1.53 0.61
H -4.88 -0.82 1.75
H -4.43 -2.26 0.84
C 1.07 0.53 -5.26
C -0.09 1.52 -5.20
C -0.90 1.43 -3.91
C -0.08 1.60 -2.63
Ge 1.01 0.08 -2.09
C 0.14 -1.65 -2.01
C 0.39 -2.62 -3.17
C -0.16 -4.02 -2.86
C -1.66 -4.04 -2.61
H 1.45 0.41 -6.27
H 0.76 -0.46 -4.91
H 1.91 0.86 -4.65
H -0.78 1.33 -6.04
H 0.28 2.53 -5.34
H -1.43 0.47 -3.88
H -1.68 2.19 -3.93
H -0.79 1.78 -1.80
H 0.55 2.49 -2.68
H 2.49 0.15 -2.49
H -0.93 -1.48 -1.88
H 0.49 -2.10 -1.08
H 1.46 -2.68 -3.39
H -0.09 -2.24 -4.08
H 0.36 -4.42 -1.99
H 0.08 -4.67 -3.70
H -1.92 -3.53 -1.68
H -2.02 -5.06 -2.51
H -2.21 -3.57 -3.43
O 1.12 0.48 -0.18
P 2.43 0.17 0.65
N 2.96 -1.33 0.43
C 4.13 -1.71 -0.41
C 4.32 -3.19 -0.10
C 2.88 -3.66 0.13
C 2.29 -2.54 0.97
N 3.55 1.22 0.13
C 4.82 1.39 0.87
C 4.96 2.91 1.08
C 3.90 3.56 0.17
C 3.37 2.42 -0.70
N 1.98 0.34 2.21
C 1.50 1.66 2.69
C 1.79 1.66 4.19
C 2.97 0.71 4.33
C 2.62 -0.39 3.34
H 5.01 -1.11 -0.17
H 3.90 -1.56 -1.47
H 4.91 -3.32 0.80
H 4.82 -3.71 -0.92
H 2.82 -4.62 0.64
H 2.35 -3.75 -0.82
H 2.53 -2.68 2.02
H 1.20 -2.46 0.89
H 5.64 1.00 0.27
H 4.79 0.82 1.80
H 5.97 3.22 0.82
H 4.80 3.18 2.13
H 4.31 4.37 -0.43
H 3.09 3.98 0.77
H 3.97 2.32 -1.61
H 2.33 2.55 -0.99
H 0.43 1.81 2.50
H 2.04 2.46 2.18
H 0.93 1.26 4.73
H 1.98 2.66 4.56
H 3.10 0.33 5.34
H 3.89 1.20 4.03
H 1.90 -1.09 3.76
H 3.49 -0.95 2.99
```

Löwdin atomic charge list, values in e, 99 entries: 1.45, 0.43, -0.80, -0.09, -0.04, -0.06, -0.18, -0.17, 0.11, 0.12, 0.11, 0.10, -0.29, 0.73, -0.28, -0.44, -0.42, 0.74, -0.27, -0.29, 0.05, 0.03, 0.04, 0.06, 0.04, 0.03, 0.07, 0.09, 0.09, 0.07, 0.06, 0.02, 0.04, 0.06, 0.04, 0.02, -0.11, -0.25, -0.27, -0.29, 0.95, -0.31, -0.27, -0.25, -0.10, 0.09, 0.05, 0.05, 0.12, 0.12, 0.11, 0.11, 0.02, 0.08, 0.02, 0.05, 0.02, 0.11, 0.10, 0.10, 0.12, 0.03, 0.08, 0.08, -0.61, 0.59, -0.17, -0.15, -0.14, -0.14, -0.17, -0.19, -0.16, -0.13, -0.15, -0.18, -0.17, -0.19, -0.14, -0.14, -0.17, 0.10, 0.10, 0.12, 0.12, 0.13, 0.10, 0.11, 0.04, 0.12, 0.11, 0.12, 0.11, 0.12, 0.10, 0.13, 0.09, 0.05, 0.11